1.
This record from the OMol25 dataset describes a structure of composition C25H27Br2F5N7O4PPbSe. The level of theory is the ωB97M-V functional and the def2-TZVPD basis.

```
73
Properties=species:S:1:pos:R:3:forces:R:3
Pb 1.17410 -1.78589 -1.56561 -0.24 -0.06 -0.11
Br -3.10501 -4.92866 3.11587 0.06 0.07 -0.06
Br 4.62286 -5.13021 3.49804 -0.05 0.07 -0.04
Se 1.66843 0.90463 1.32454 -0.30 -0.08 0.12
P -0.28973 1.32488 -0.96003 -0.08 -0.31 0.12
F 0.04273 -0.95916 5.92883 -0.03 -0.02 -0.02
F 1.09038 -1.26699 3.46142 0.07 -0.23 0.03
F -0.90097 3.54478 4.97995 -0.05 0.00 0.00
F 0.13812 3.24530 2.50999 -0.03 0.05 0.07
F -0.96223 1.43286 6.66769 -0.02 0.01 0.05
O 0.35510 0.29462 0.12329 0.20 -0.08 -0.30
O -1.82577 1.23084 -0.75763 0.01 0.11 0.06
O -0.12128 0.37675 -2.24254 0.16 -0.01 0.28
O 0.38449 2.62094 -1.00078 -0.03 0.08 -0.12
N 3.41207 1.83985 -2.16976 -0.11 -0.28 -0.15
N 2.85191 0.85185 -1.54765 -0.02 0.14 0.04
N 4.09934 1.50055 -3.23689 -0.05 0.24 -0.03
N 2.33113 -2.58913 0.38623 -0.14 0.10 0.10
N 3.29959 3.10609 -1.70539 0.24 0.30 0.44
N 3.15020 -0.22350 -2.25635 0.39 -0.18 -0.03
N -0.37049 -2.78685 0.06704 0.13 0.05 0.09
C 0.60404 -0.08182 3.82210 -0.06 0.15 -0.17
C 0.06581 0.06080 5.08260 -0.01 -0.08 0.07
C -0.63412 -4.01502 2.07981 0.02 -0.03 0.08
C 0.12129 2.20978 3.33899 0.15 -0.06 -0.05
C 0.65065 0.78534 -4.48906 0.05 -0.02 0.14
C 3.66186 -2.50064 0.49527 0.07 0.06 -0.15
C -1.42257 1.92430 -3.70011 0.06 -0.03 0.20
C -4.11858 1.79831 -0.59244 0.08 -0.05 -0.05
C 3.70425 -4.07056 2.26682 0.03 0.02 0.01
C -2.00886 -4.04725 1.88452 -0.04 0.00 0.04
C 0.16661 -3.39414 1.13572 -0.13 -0.02 0.00
C -2.39815 3.48167 0.11201 0.12 -0.08 -0.10
C -2.55753 -3.42363 0.77321 -0.03 -0.01 0.02
C 4.39241 -3.21335 1.41951 0.03 -0.07 0.08
C 2.31900 -4.13754 2.18774 -0.01 -0.02 0.05
C 3.91961 0.18887 -3.27388 -0.12 -0.06 0.14
C -0.44735 1.29306 5.46885 0.02 0.01 -0.04
C 1.65234 -3.37137 1.24776 0.10 -0.06 0.05
C -0.59529 0.64832 -3.63425 -0.21 0.21 -0.41
C -2.75874 1.39582 1.47007 0.03 -0.10 -0.16
C -0.41974 2.37503 4.59836 -0.02 0.01 0.01
C -1.69460 -2.79226 -0.09784 -0.03 0.03 -0.05
C -2.77607 2.01201 0.08218 -0.27 0.16 0.20
C -1.42870 -0.55908 -4.02459 0.04 0.00 0.21
C 0.64437 0.98330 2.92613 0.30 0.15 -0.28
H 4.33019 -0.44491 -4.04180 0.03 0.00 0.05
H -4.90762 2.25121 0.00707 0.01 0.01 0.00
H 2.36167 3.27370 -1.35301 -0.21 -0.04 -0.08
H -3.62258 -3.43179 0.59173 0.01 0.02 0.00
H -1.77634 -0.45183 -5.05102 0.00 -0.01 0.00
H 1.28264 -0.10226 -4.41786 -0.01 0.00 -0.02
H 1.78909 -4.80072 2.85355 -0.03 0.01 -0.01
H -4.32981 0.73283 -0.69225 -0.03 0.01 0.00
H -3.47005 1.91991 2.10776 0.02 0.00 0.02
H -0.22141 -4.46624 2.96911 0.03 -0.03 -0.04
H 5.46751 -3.12057 1.46972 -0.01 0.03 -0.03
H -2.29930 -0.64093 -3.37151 0.00 -0.01 -0.03
H 4.15895 -1.83227 -0.19858 -0.02 -0.02 -0.01
H -4.13351 2.25954 -1.57991 -0.02 -0.01 0.00
H -0.85659 2.77461 -3.31558 -0.03 0.02 -0.05
H -0.84605 -1.48276 -3.96186 -0.01 0.01 -0.06
H 3.65638 3.78101 -2.36507 0.00 -0.08 -0.17
H 0.36650 0.91124 -5.53309 0.00 0.00 0.00
H -2.34708 1.82621 -3.13495 -0.01 0.01 -0.04
H -2.07815 -2.27100 -0.96849 0.01 -0.02 0.00
H -3.12200 4.01270 0.72974 -0.01 0.00 -0.01
H -1.40570 3.63378 0.53237 -0.02 0.03 0.03
H 1.22486 1.66240 -4.18481 0.02 -0.03 -0.01
H -2.42082 3.91376 -0.88904 0.01 -0.01 0.01
H -3.04402 0.34285 1.42714 0.01 0.01 0.01
H -1.67697 2.12462 -4.73992 0.03 -0.03 -0.02
H -1.76673 1.47140 1.91078 -0.04 0.00 0.03
```
Forces are in eV/Å.

lowest unoccupied orbital energy = -6.6 eV
HOMO = -14.46 eV
charge = +2
electronic energy = -10235.6765 hartree

***

2.
This record from the OMol25 dataset describes a structure of composition C25H27Br51F3GaNO4S at a distorted geometry. The level of theory is the ωB97M-V functional and the def2-TZVPD basis.

```
113
Properties=species:S:1:pos:R:3:forces:R:3
Br -5.59415 0.04146 8.93021 0.02 -0.01 -0.03
Br 4.89120 -0.27595 1.19564 -0.02 0.02 -0.01
Br 3.79487 -11.24934 0.98620 -0.01 0.02 -0.02
Br 2.77319 -2.42040 10.90224 -0.02 0.05 -0.02
Br 9.11077 8.80878 12.69988 -0.01 0.00 0.03
Br 0.45700 -7.41482 -1.60612 0.04 -0.12 0.08
Br 0.60382 -10.58499 -1.88308 0.02 0.00 0.01
Br 2.63578 1.88879 1.80216 0.48 0.51 -0.61
Br -2.05963 3.81821 -4.48815 0.01 0.00 0.01
Br -1.37782 -0.66781 2.31645 0.02 0.03 0.07
Br 1.64091 2.30834 -9.51037 -0.10 -0.01 0.12
Br 3.31210 6.72203 9.41690 0.01 -0.02 0.03
Br 4.87379 -0.27166 9.84168 -0.05 0.07 -0.01
Br -8.05165 4.89267 -4.01123 -0.03 0.02 -0.07
Br -4.41418 -3.81135 -3.73101 -4.05 -1.99 1.43
Br -3.03460 -1.75830 8.34404 -0.08 0.13 0.01
Br 5.25539 -0.79692 13.88970 0.02 -0.03 0.01
Br 1.31820 3.01131 7.51387 0.00 -0.02 0.07
Br 2.74113 -1.52620 7.84869 -0.01 0.00 -0.05
Br 6.61446 -3.00340 12.04208 0.03 -0.08 0.05
Br 5.26630 -9.39963 -1.14757 -0.02 0.00 0.04
Br -6.53869 6.44151 -6.34595 -0.01 -0.05 -0.01
Br 3.03265 4.09787 11.19122 0.11 -0.03 0.02
Br -2.31081 5.07494 -8.14858 -0.11 -0.04 -0.03
Br 4.16699 6.77432 12.48740 0.00 -0.02 0.05
Br -3.57194 2.28508 -2.14691 -0.03 0.00 -0.02
Br -6.16495 5.13560 -10.73039 0.00 -0.08 0.03
Br 2.62367 0.31376 -0.96555 0.35 0.13 0.39
Br -0.60137 3.80909 9.92537 -0.10 0.01 0.02
Br -6.36857 -5.66772 -1.93470 -0.04 0.06 -0.07
Br -0.51334 4.57838 -11.69419 0.00 -0.01 0.04
Br 2.07756 -8.73300 -4.02006 -0.04 -0.50 0.16
Br -4.85319 2.40665 -5.06193 0.06 -0.04 0.08
Br -5.63780 3.08518 -8.35981 0.01 -0.05 -0.08
Br 7.96833 -2.19264 14.80543 -0.02 -0.01 -0.02
Br -7.45509 -4.24316 -4.57748 0.01 -0.04 0.00
Br 0.88308 0.60693 4.15905 -0.33 -0.38 0.39
Br -0.04591 0.52697 -7.32141 0.53 0.72 -2.55
Br -1.13203 0.95404 -10.34659 0.09 0.02 0.04
Br -1.18894 -1.42553 5.42301 0.03 -0.07 -0.14
Br -3.29678 1.16291 7.04287 -0.11 -0.03 -0.01
Br -2.02398 8.10765 -7.23264 0.01 -0.02 0.01
Br -9.33778 5.03791 -6.92689 0.03 -0.02 -0.02
Br -2.95924 6.58412 -12.05451 0.04 0.01 0.00
Br 3.64782 -8.07895 1.25923 0.02 -0.02 -0.03
Br 0.40782 6.07642 -6.84781 -0.04 0.01 0.02
Br 7.81202 6.57711 14.56207 -0.01 0.04 -0.01
Br -7.17636 2.11899 -10.98033 0.05 0.03 0.01
Br 0.02399 0.74305 9.33234 -0.03 0.00 0.04
Br 7.24506 9.65733 15.13791 0.01 -0.02 -0.01
Br -3.21880 3.54821 -13.00670 0.00 0.03 0.05
Ga 0.24226 -2.40896 -2.94310 -0.73 0.70 0.80
S 2.29892 -5.56410 -4.25237 -0.56 0.08 -0.27
F 3.22790 -3.66787 1.31672 0.99 -0.42 0.33
F 1.51820 -2.44045 1.58547 -0.33 0.70 0.42
F 1.26355 -4.53121 1.28297 -0.51 -1.01 0.34
O -0.58739 0.20818 -5.23145 -0.34 -0.46 1.12
O -2.76423 -1.41933 -3.88386 -0.40 1.12 0.56
O -3.09192 -2.98281 -5.44005 2.44 1.12 -0.44
O 1.59530 0.03839 -4.84687 0.55 0.33 -0.51
N 1.85754 -2.83583 -4.02634 -1.20 -0.37 0.02
C -3.21785 2.35603 -4.03670 0.09 -0.05 0.00
C 0.31751 0.00332 -4.43248 -1.40 0.25 0.34
C 0.43873 0.81140 -9.21465 -0.23 -0.27 0.30
C 1.98385 -3.50039 0.88341 0.28 0.69 -0.68
C -1.42626 -3.37684 -3.60787 0.31 0.17 -1.12
C -0.22182 -0.93280 3.82889 -0.03 -0.06 0.12
C 0.58063 -8.89908 -2.82261 0.03 0.18 -0.10
C 0.48214 -2.86507 -0.98331 0.70 -0.19 -0.76
C -1.11602 6.55311 -7.92394 0.00 -0.08 -0.08
C 3.06357 0.24972 0.90435 0.04 -0.05 0.11
C -3.70925 0.03895 8.54720 0.02 -0.05 0.10
C 2.97847 6.01578 11.17392 -0.03 -0.04 -0.10
C -7.70507 4.98183 -5.90113 0.09 0.05 0.11
C -0.19883 2.49451 8.57944 0.12 0.05 -0.12
C 1.90926 -3.27961 -0.59535 -1.12 -0.23 0.08
C 3.82550 -1.82499 9.40353 -0.01 0.00 -0.02
C -2.03554 5.04600 -12.76377 0.04 -0.01 0.02
C 6.90897 -1.59285 13.31534 -0.06 0.04 -0.03
C -6.82042 3.59070 -9.79059 -0.04 0.09 0.01
C -2.44071 -2.49459 -4.25108 1.25 0.41 -1.47
C 3.76998 -9.56706 0.04841 0.00 0.08 -0.01
C 7.60368 8.32849 13.79338 0.01 -0.02 0.00
C 1.87817 -4.01624 -4.17918 1.80 0.33 0.21
C 0.05301 -0.33398 -3.06516 0.88 -0.28 0.03
C -6.22593 -4.12406 -3.10150 0.51 -0.09 0.41
H 2.10658 -4.24880 -1.04245 0.40 -0.12 -0.21
H 2.87618 -9.55697 -0.55837 -0.04 -0.01 -0.02
H -0.91800 0.00904 -2.75117 -0.28 -0.09 0.19
H -0.31228 -8.88733 -3.42829 -0.05 -0.03 -0.02
H -7.19214 4.07205 -6.17580 0.02 -0.03 -0.02
H 2.04794 0.71888 -4.34364 0.38 -0.12 0.24
H -3.20970 0.46498 9.40450 0.05 0.00 0.03
H -1.04993 2.44424 7.91715 -0.02 0.01 0.00
H 4.51715 -2.61855 9.16508 0.05 -0.03 0.03
H 0.97898 -0.06558 -9.54307 0.01 0.04 -0.13
H 2.65858 -2.56902 -0.90686 0.32 0.16 0.01
H -2.43239 -3.49283 -5.92666 -0.03 -0.23 -0.06
H -6.51940 -3.26609 -2.51479 -0.06 0.00 0.02
H -2.70218 1.44381 -4.30326 0.02 -0.15 -0.07
H -1.18260 -4.16937 -4.31271 0.17 -0.31 0.08
H -1.66972 5.32263 -13.74000 -0.02 0.03 -0.05
H 0.16103 -2.01255 -0.39736 -0.14 0.22 0.13
H 6.74108 8.29133 13.14511 -0.02 0.00 -0.04
H 0.86725 0.04299 -2.45399 -0.37 -0.16 0.13
H 0.43297 -1.75622 3.58537 0.04 0.00 -0.03
H -1.90777 -3.84272 -2.76397 0.05 -0.10 0.48
H -0.16367 -3.70691 -0.75732 -0.34 -0.08 0.09
H -7.76197 3.86939 -9.34070 -0.04 0.00 0.02
H 7.47445 -0.82389 12.81195 0.02 0.03 -0.03
H -0.74388 6.81379 -8.90374 0.02 0.03 -0.03
H 2.44061 -0.51698 1.34128 0.01 -0.01 -0.01
H 1.97663 6.30854 11.44836 -0.03 0.03 0.03
```
Forces are in eV/Å.

lowest unoccupied orbital energy = 0.6 eV
HOMO = -6.62 eV
charge = -1
electronic energy = -135221.7389 hartree

***

What is the electronic energy in the second record?
-135221.7389 hartree